C2H6N2O | wB97M-V/def2-TZVPD

ORCA input file:
```
! wB97M-V def2-TZVPD RIJCOSX def2/J DEFGRID3
* xyz 0 1
C 0.6762 0.4193 -0.2131
C 1.1932 1.3279 -1.2572
N -0.4081 -0.2104 -0.2295
N -1.6389 -1.7712 1.3932
O -0.6054 -1.1019 1.3420
H 1.3565 0.4110 0.7732
H 2.1667 1.2170 -1.3964
H 1.1951 2.3148 -0.8597
H 0.4092 1.2925 -2.0989
H -1.8395 -2.6250 0.8629
H -2.5050 -1.2740 1.6837
*
```

Properties
HOMO-LUMO gap (alpha / beta) = 9.0 / 9.0 eV
LUMO level (alpha / beta) = 0.88 / 0.88 eV
total energy = -264.369263 a.u.
max |F| = 5.89 eV/A
ΔE to the lowest compared entry with this formula, charge and spin = 136.8 kcal/mol

Results of the Löwdin charge analysis, in e, for atoms 1 through 6:
1. C -0.322
2. C -0.089
3. N 0.115
4. N -0.100
5. O -0.181
6. H 0.152

C44H42N5O3P2PtSe2 | wB97M-V/def2-TZVPD

ORCA input file:
```
! wB97M-V def2-TZVPD RIJCOSX def2/J DEFGRID3
* xyz 1 5
Pt 1.2534 2.2858 0.5748
N 2.9872 3.6852 0.8339
N 2.6636 4.5758 1.8697
C 1.6258 4.2489 2.7836
O 1.6028 4.8698 3.8286
O 0.7863 3.3508 2.3862
H 3.8069 3.1274 1.0435
H 3.1441 4.1980 -0.0243
H 3.4298 5.0714 2.2939
Se -5.1086 -0.2912 0.2167
P -3.4310 -1.4548 0.9692
C -3.2209 -2.9599 0.0152
C -2.1856 -3.0595 -0.9090
C -2.0920 -4.1882 -1.7098
C -3.0255 -5.2082 -1.5915
C -4.0721 -5.0994 -0.6842
C -4.1792 -3.9724 0.1121
C -3.6875 -1.8233 2.7027
C -3.7148 -3.1235 3.2040
C -3.9685 -3.3267 4.5517
C -4.1927 -2.2427 5.3882
C -4.1596 -0.9459 4.8879
C -3.9140 -0.7306 3.5440
C -2.0870 -0.3420 0.6809
C -0.7603 -0.0797 1.0065
N -0.4448 1.0101 0.2705
N -1.4863 1.3992 -0.4563
N -2.4805 0.5877 -0.2273
P 0.4877 -0.7390 2.1344
Se 2.3333 0.3501 2.0000
C 0.6740 -2.4971 1.7720
C -0.3834 -3.3670 2.0370
C -0.2597 -4.7178 1.7597
C 0.9223 -5.2062 1.2177
C 1.9783 -4.3434 0.9557
C 1.8589 -2.9872 1.2321
C -0.1433 -0.5287 3.8056
C -0.4196 0.7930 4.1737
C -0.7064 1.0865 5.4950
C -0.7137 0.0708 6.4457
C -0.4482 -1.2392 6.0760
C -0.1557 -1.5465 4.7530
H -1.4602 -2.2607 -1.0030
H -1.2905 -4.2685 -2.4313
H -2.9456 -6.0877 -2.2183
H -4.8129 -5.8852 -0.6096
H -5.0166 -3.8724 0.7928
H -3.5433 -3.9712 2.5547
H -3.9933 -4.3346 4.9458
H -4.3931 -2.4084 6.4395
H -4.3320 -0.1031 5.5448
H -3.9028 0.2774 3.1456
H -1.2977 -2.9868 2.4791
H -1.0837 -5.3912 1.9687
H 1.0242 -6.2646 1.0110
H 2.9037 -4.7262 0.5426
H 2.6838 -2.3116 1.0430
H -0.3565 1.5954 3.4433
H -0.8950 2.1125 5.7861
H -0.9104 0.3059 7.4848
H -0.4477 -2.0259 6.8203
H 0.0862 -2.5639 4.4745
C 4.0877 -0.9778 -7.2564
C 3.5656 -0.6356 -5.8892
C 2.7930 -1.5376 -5.1678
C 2.3177 -1.2370 -3.9024
C 1.4668 -2.2639 -3.1896
C 2.6269 0.0127 -3.3299
C 2.1671 0.2709 -1.9710
O 2.3533 1.2981 -1.3402
C 3.3924 0.9554 -4.0595
C 3.7477 2.3218 -3.5338
C 3.8431 0.6038 -5.3201
H 3.8085 -1.9881 -7.5510
H 5.1762 -0.9005 -7.2800
H 3.6969 -0.2811 -8.0006
H 2.5550 -2.5013 -5.6068
H 1.2949 -3.1166 -3.8445
H 0.4948 -1.8497 -2.9118
H 1.9420 -2.6353 -2.2787
H 1.6179 -0.5487 -1.4804
H 4.3760 2.2479 -2.6449
H 2.8597 2.8819 -3.2392
H 4.2832 2.8855 -4.2959
H 4.4342 1.3189 -5.8831
C 0.1546 4.1874 -1.2316
C -0.0470 5.3844 -1.9351
C -0.5674 6.5357 -1.2911
C -0.7955 7.6970 -1.9962
C -0.5103 7.7614 -3.3601
C 0.0156 6.6467 -4.0135
C 0.2468 5.4795 -3.3191
H 0.4590 3.3021 -1.7759
H -0.1969 4.1272 -0.2035
H -0.7840 6.4828 -0.2298
H -1.1974 8.5665 -1.4916
H -0.6971 8.6744 -3.9108
H 0.2401 6.7021 -5.0712
H 0.6489 4.6093 -3.8273
*
```

Properties
HOMO-LUMO gap (alpha / beta) = 6.0 / 5.6 eV
LUMO level (alpha / beta) = -2.90 / -5.16 eV
total energy = -7805.986393 a.u.
max |F| = 0.84 eV/A
ΔE to the lowest compared entry with this formula, charge and spin = 4.2 kcal/mol

Results of the Löwdin charge analysis, in e, for atoms 1 through 6:
1. Pt 0.902
2. N -0.066
3. N -0.005
4. C -0.725
5. O 0.050
6. O -0.222

C6H14S2 | wB97M-V/def2-TZVPD

ORCA input file:
```
! wB97M-V def2-TZVPD RIJCOSX def2/J DEFGRID3
* xyz 0 1
C 1.8837 1.3965 3.2912
C 0.5706 1.4868 3.0740
H 2.4350 0.4784 3.0581
H 2.4485 2.2378 3.7089
H 0.0058 0.6455 2.6563
H 0.0193 2.4049 3.3070
S -1.8193 -1.0116 -0.9952
S -0.2667 -1.5763 -2.1926
C -2.1607 1.3077 -2.5267
C 1.0956 -2.5760 0.0404
C -1.7866 0.8031 -1.1423
C 1.1498 -1.5178 -1.0497
H -2.1230 2.4097 -2.5550
H -3.1807 0.9836 -2.7933
H -1.4579 0.9123 -3.2793
H 1.0834 -3.5862 -0.4023
H 1.9760 -2.4913 0.6994
H 0.1857 -2.4483 0.6506
H -0.7853 1.1609 -0.8345
H -2.5141 1.1417 -0.3797
H 2.0263 -1.6638 -1.7100
H 1.2146 -0.4976 -0.6251
*
```

Properties
HOMO-LUMO gap = 9.7 eV
LUMO level = 0.80 eV
total energy = -1033.351831 a.u.
max |F| = 0.53 eV/A
ΔE to the lowest compared entry with this formula, charge and spin = 17.7 kcal/mol

Results of the Löwdin charge analysis, in e, for atoms 1 through 6:
1. C -0.088
2. C -0.089
3. H 0.045
4. H 0.047
5. H 0.044
6. H 0.047

C32H64N6O4 | wB97M-V/def2-TZVPD

ORCA input file:
```
! wB97M-V def2-TZVPD RIJCOSX def2/J DEFGRID3
* xyz 0 1
C -3.8567 13.4380 38.7678
O -5.2340 13.2518 38.9686
C -5.9258 12.8978 37.7882
C -7.3216 12.4559 38.1070
N -7.9544 13.4618 39.0126
H -8.8689 13.1101 39.3120
H -7.3922 13.4790 39.8759
C -8.1613 14.8172 38.4299
C -8.6814 15.7547 39.4761
O -7.6794 15.8307 40.4712
C -7.7375 16.9862 41.2776
H -3.6425 14.4333 38.3597
H -3.4248 12.6059 38.2074
H -3.3276 13.4646 39.7272
H -5.3619 12.1115 37.2655
H -5.9365 13.7333 37.0765
H -7.2949 11.5099 38.6456
H -7.8811 12.3989 37.1729
H -8.8181 14.6507 37.5782
H -7.1816 15.1521 38.1095
H -9.6127 15.3355 39.9008
H -8.8970 16.7463 39.0691
H -8.5855 16.9412 41.9705
H -7.7793 17.9050 40.6827
H -6.8286 17.0435 41.8736
C -7.5457 16.2796 35.4211
C -8.6165 15.2157 35.1691
O -8.2808 13.9867 35.2902
O -9.7542 15.6341 34.8884
H -7.8134 16.8736 36.2977
H -7.4841 16.9506 34.5620
H -6.5498 15.8584 35.5724
C -1.5127 14.8674 30.6520
C -2.9598 15.1121 31.0673
N -3.1914 16.4579 31.5775
C -4.6175 16.8032 31.4964
C -5.6033 15.8853 32.2482
C -2.5662 16.6820 32.8712
C -2.5154 18.1429 33.2931
H -0.8218 15.0730 31.4632
H -1.2599 15.4707 29.7756
H -1.4371 13.8447 30.2745
H -3.6009 14.9318 30.2028
H -3.2238 14.3819 31.8532
H -4.7546 17.8217 31.8537
H -4.8767 16.7282 30.4392
H -5.4167 14.8525 31.9346
H -5.5524 15.8816 33.3325
H -6.6360 16.0702 31.9435
H -1.5366 16.3273 32.8602
H -3.0959 16.0991 33.6448
H -3.4755 18.6177 33.4926
H -2.1680 18.7137 32.4195
H -1.7889 18.3053 34.0832
C -9.6174 12.3329 32.5582
C -10.2988 13.6578 32.2205
N -11.6997 13.7310 32.5578
C -12.1913 15.0877 32.4072
C -13.5126 15.3324 33.1166
C -12.5169 12.7420 31.8740
C -12.7712 12.9224 30.3672
H -8.6065 12.4133 32.1534
H -10.1136 11.4559 32.1330
H -9.5842 12.1271 33.6290
H -9.7554 14.4046 32.8043
H -10.0931 13.8879 31.1570
H -11.4505 15.7934 32.7836
H -12.3165 15.3688 31.3426
H -13.3085 15.4208 34.1825
H -13.9879 16.2480 32.7575
H -14.2462 14.5462 32.9419
H -13.4584 12.6987 32.4296
H -12.1084 11.7439 32.0485
H -11.8159 12.9264 29.8422
H -13.2933 13.8609 30.1838
H -13.4058 12.0999 30.0402
N -12.7281 15.9914 37.3972
C -14.0890 15.8660 37.5231
C -14.6671 16.8499 36.7590
C -13.6072 17.5438 36.1178
C -12.4225 16.9847 36.5052
H -12.1067 15.3454 37.8398
H -14.5306 15.1120 38.1508
H -15.7238 17.0239 36.6547
H -13.7119 18.3496 35.4094
H -11.4171 17.2468 36.2259
N -5.7167 12.9234 34.4902
C -5.3280 11.6292 34.3282
C -3.9611 11.5837 34.3226
C -3.5140 12.8953 34.6015
C -4.6105 13.7040 34.7239
H -6.6968 13.1969 34.6513
H -6.0896 10.8781 34.2013
H -3.3240 10.7230 34.2145
H -2.4892 13.2147 34.7170
H -4.6975 14.7525 34.9349
N -2.2120 18.9880 37.8626
C -2.9833 18.8242 36.7458
C -4.0380 18.0314 37.0517
C -3.8813 17.6555 38.4218
C -2.7585 18.2702 38.8896
H -1.3992 19.5648 37.9392
H -2.8058 19.4206 35.8676
H -4.8031 17.6961 36.3854
H -4.4929 16.9452 38.9565
H -2.3122 18.2311 39.8683
*
```

Properties
HOMO-LUMO gap = 6.8 eV
LUMO level = -0.43 eV
total energy = -1887.063714 a.u.
max |F| = 1.50 eV/A

Results of the Löwdin charge analysis, in e, for atoms 1 through 6:
1. C -0.090
2. O -0.185
3. C -0.224
4. C -0.076
5. N 0.067
6. H 0.185

C41H46IN3O4PPdTe | wB97M-V/def2-TZVPD

ORCA input file:
```
! wB97M-V def2-TZVPD RIJCOSX def2/J DEFGRID3
* xyz 1 1
Pd -0.3571 -0.1964 0.5094
C 6.0654 0.7061 4.0322
C 4.9310 0.4771 3.0816
C 5.1347 0.4689 1.7017
C 4.1056 0.2291 0.8141
C 4.3311 0.2133 -0.6508
O 3.4711 0.5285 -1.4510
C 5.6691 -0.2159 -1.1278
C 6.3785 -1.2401 -0.5052
C 7.5718 -1.6846 -1.0447
C 8.0623 -1.1211 -2.2119
C 7.3623 -0.1011 -2.8359
C 6.1667 0.3421 -2.3048
C 2.7591 -0.0023 1.2812
O 1.8833 -0.3591 0.4460
C 2.5437 0.1063 2.7067
C 3.6457 0.3082 3.5485
C 1.2428 0.0674 3.3250
N 0.1286 0.2051 2.6877
C -1.1629 0.1338 3.3371
C -1.6010 -1.3168 3.5155
Te -1.2556 -2.4455 1.6645
C 0.5703 -3.3437 2.3518
C 0.5331 -4.2061 3.4400
C 1.7159 -4.7290 3.9359
C 2.9304 -4.3874 3.3630
C 2.9614 -3.5528 2.2596
C 1.7794 -3.0507 1.7415
C 1.1764 -0.0926 4.8102
C 0.8471 0.9970 5.6114
C 0.6080 0.8112 6.9621
C 0.7159 -0.4521 7.5210
C 1.1023 -1.5246 6.7367
C 1.3232 -1.3501 5.3813
H 7.0025 0.8135 3.4926
H 6.1546 -0.1258 4.7306
H 5.8946 1.6087 4.6182
H 6.1252 0.6674 1.3197
H 5.9845 -1.7035 0.3881
H 8.1224 -2.4763 -0.5587
H 8.9875 -1.4802 -2.6371
H 7.7469 0.3395 -3.7430
H 5.6061 1.1287 -2.7880
H 3.4739 0.3707 4.6133
H -1.8694 0.6744 2.6912
H -1.1428 0.6362 4.3142
H -2.6571 -1.3703 3.7661
H -1.0294 -1.7860 4.3149
H -0.4114 -4.4556 3.9018
H 1.6886 -5.3977 4.7816
H 3.8505 -4.7744 3.7718
H 3.9025 -3.2810 1.8037
H 1.8019 -2.4151 0.8678
H 0.7866 1.9847 5.1755
H 0.3337 1.6532 7.5766
H 0.5023 -0.5997 8.5676
H 1.2339 -2.5026 7.1735
H 1.6090 -2.1851 4.7601
N -5.0247 -1.0950 -0.9688
C -5.0260 0.3666 -0.8607
C -3.9313 0.8218 0.1151
N -2.6055 0.4295 -0.3406
H -5.7798 -1.4014 -1.5745
H -5.1861 -1.5143 -0.0557
H -3.8033 -2.0595 -1.7871
H -5.9939 0.7739 -0.5398
H -4.8081 0.7621 -1.8579
H -4.1120 0.3725 1.0970
H -3.9709 1.9091 0.2190
H -2.3211 1.0224 -1.1199
H -2.6584 -0.5178 -0.7236
C 1.8699 2.7794 -0.2992
P 0.1672 2.1594 -0.0745
C -0.2844 3.1216 1.4328
C -0.6933 3.1574 -1.3643
H 1.8464 3.8639 -0.3961
H 2.3113 2.3273 -1.1841
H 2.4771 2.5030 0.5602
H -0.1073 4.1814 1.2562
H 0.3407 2.7807 2.2573
H -1.3295 2.9608 1.6934
H -0.2833 4.1660 -1.3530
H -1.7616 3.2118 -1.1647
H -0.5273 2.7183 -2.3464
I 0.0693 -8.8160 -0.4722
C -0.6149 -6.8724 -0.9241
C -1.9017 -6.7029 -1.4133
C -2.3602 -5.4327 -1.6923
C -1.5295 -4.3305 -1.4837
C -0.2211 -4.5188 -1.0332
C 0.2318 -5.7898 -0.7377
C -2.0605 -2.9603 -1.6135
O -3.3243 -2.9154 -1.9920
O -1.4239 -1.9589 -1.3120
H -2.5398 -7.5585 -1.5692
H -3.3608 -5.2790 -2.0651
H 0.4412 -3.6688 -0.9366
H 1.2346 -5.9336 -0.3693
*
```

Properties
HOMO-LUMO gap (alpha / beta) = 5.5 / 5.5 eV
LUMO level (alpha / beta) = -3.87 / -3.87 eV
total energy = -3089.934413 a.u.
max |F| = 1.79 eV/A
ΔE to the lowest compared entry with this formula, charge and spin = 55.1 kcal/mol

Results of the Löwdin charge analysis, in e, for atoms 1 through 6:
1. Pd 0.540
2. C -0.049
3. C -0.263
4. C 0.018
5. C -0.082
6. C -0.305

C40H56Br2FI2N6O9PS | wB97M-V/def2-TZVPD

ORCA input file:
```
! wB97M-V def2-TZVPD RIJCOSX def2/J DEFGRID3
* xyz 0 3
C 3.8056 -2.1114 3.5775
C 4.3313 -1.1610 2.4386
I 5.7322 0.3542 3.1972
C 5.0399 -1.8756 1.1987
I 5.0425 -4.0466 1.2498
C 4.3516 -1.2684 -0.0866
C 2.9086 -1.4740 -0.4144
Br 1.7635 -2.5504 0.7694
C 2.3120 -0.8411 -1.6182
C 3.1599 0.0130 -2.5068
C 4.5753 0.2292 -2.2135
C 5.3856 1.1307 -3.1879
O 5.0790 2.2990 -3.2323
N 6.5067 0.6893 -4.0252
C 6.2949 -0.5649 -4.6708
O 7.2624 -1.2025 -4.9839
F 5.0638 -1.0620 -4.9861
C 5.1600 -0.4141 -1.0021
C 6.6881 -0.0993 -0.7481
C 7.5149 -1.2345 -1.5398
O 6.5710 -2.1028 -2.1867
C 8.3749 -2.1342 -0.5407
N 9.5075 -2.6820 -1.3586
C 2.3968 0.6647 -3.7206
O 2.9217 0.8763 -4.7812
C 0.9050 1.0497 -3.3991
P 0.3137 2.6467 -4.2355
O -0.1745 3.6056 -2.9222
Br -1.4819 2.1938 -5.5692
C 0.1207 0.2864 -2.5576
C -1.3466 0.7029 -2.2037
C -2.3628 -0.5086 -2.0914
S -2.4091 -1.1604 -0.3321
C -2.5785 -2.9524 -0.5295
N -1.6358 -3.9469 -0.3345
N -2.1770 -5.1354 -0.6300
C -3.4876 -5.0048 -1.0080
O -3.7008 -3.6489 -0.9170
C 0.7930 -1.0166 -1.9784
O 0.2252 -2.0667 -1.8534
H 4.6814 -2.5800 4.1046
H 3.0377 -2.8512 3.2455
H 3.2883 -1.4437 4.3343
H 3.4610 -0.5710 2.0513
H 6.1232 -1.5712 1.2309
H 7.3728 0.6773 -3.4803
H 6.9497 -0.0639 0.3406
H 6.9529 0.9206 -1.1612
H 8.1600 -0.7500 -2.3254
H 6.9779 -2.9480 -2.4388
H 8.7492 -1.5345 0.3349
H 7.7001 -2.9666 -0.1668
H 9.9415 -3.4313 -0.8129
H 9.1087 -3.1519 -2.1837
H 0.2864 3.2807 -2.1211
H -1.2924 1.1558 -1.1616
H -1.7613 1.5081 -2.8614
H -3.3908 -0.0663 -2.2483
H -2.1643 -1.3427 -2.8162
H -4.2330 -5.7598 -1.3268
C -8.9337 -1.4801 2.5821
C -9.5497 -2.1994 1.3622
C -9.6533 -3.7107 1.6313
C -8.3159 -4.4359 1.5438
C -7.6334 -4.1419 0.2107
C -7.4811 -2.6371 -0.0657
N -8.7570 -1.8825 0.1385
O -9.5370 -2.1236 -0.9148
C -6.3625 -2.0667 0.8386
C -6.9202 -2.4499 -1.4904
C -10.9831 -1.6283 1.3116
H -7.9481 -1.8393 2.8634
H -8.8646 -0.4044 2.4053
H -9.5572 -1.6256 3.4685
H -10.3386 -4.1681 0.9082
H -10.0939 -3.8868 2.6168
H -7.6729 -4.1507 2.3817
H -8.4779 -5.5137 1.6380
H -6.6513 -4.6261 0.1963
H -8.2155 -4.6123 -0.5900
H -6.3842 -0.9750 0.8547
H -5.3765 -2.3622 0.4752
H -6.3983 -2.4331 1.8638
H -7.5487 -2.9103 -2.2549
H -5.9379 -2.9165 -1.5803
H -6.8054 -1.3896 -1.7302
H -10.9748 -0.5566 1.0988
H -11.4841 -1.7690 2.2722
H -11.6064 -2.1218 0.5637
C 2.1288 6.7384 1.0963
C 1.1890 5.7782 1.8578
C 1.6840 5.5820 3.3027
C 2.9045 4.6751 3.4081
C 2.6433 3.3434 2.7117
C 2.1851 3.5076 1.2521
N 1.0677 4.4924 1.1081
O -0.0507 3.8924 1.5208
C 3.3961 3.9281 0.3849
C 1.8089 2.1188 0.6903
C -0.1376 6.5656 1.9146
H 3.1644 6.4129 1.0553
H 1.7813 6.8922 0.0722
H 2.1535 7.7171 1.5828
H 0.8822 5.1491 3.9121
H 1.9158 6.5508 3.7542
H 3.7835 5.1703 2.9849
H 3.1358 4.4935 4.4617
H 3.5487 2.7334 2.7460
H 1.8854 2.7950 3.2832
H 3.0764 4.2887 -0.5953
H 4.0643 3.0802 0.2134
H 4.0248 4.6865 0.8491
H 1.0303 1.6236 1.2746
H 2.6743 1.4502 0.7051
H 1.4679 2.1933 -0.3469
H -0.5518 6.7159 0.9145
H 0.0230 7.5520 2.3556
H -0.8935 6.0728 2.5286
*
```

Properties
HOMO-LUMO gap (alpha / beta) = 7.3 / 7.4 eV
LUMO level (alpha / beta) = -1.51 / -1.51 eV
total energy = -9146.016184 a.u.
max |F| = 5.77 eV/A

Results of the Löwdin charge analysis, in e, for atoms 1 through 6:
1. C -0.249
2. C -0.779
3. I 0.839
4. C -0.734
5. I 0.883
6. C -0.203